{
  "formula": "C39H51BCl3F2N9OPRbS3",
  "method": "ωB97M-V with the def2-TZVPD basis set",
  "homo_energy_ev": -0.702,
  "lumo_ev": 3.4,
  "molar_mass_g_mol": 1029.7,
  "relative_energy_kcal_mol": 3.78,
  "charge": -2,
  "elements": ["Rb", "C", "S", "C", "S", "N", "N", "C", "C", "C", "C", "C", "C", "N", "H", "H", "H", "H", "H", "H", "H", "H", "N", "P", "N", "C", "C", "C", "C", "C", "N", "C", "C", "C", "C", "C", "N", "C", "C", "C", "C", "C", "H", "H", "H", "H", "H", "H", "H", "H", "H", "H", "H", "H", "H", "H", "H", "H", "H", "H", "H", "H", "H", "H", "H", "H", "H", "H", "H", "H", "H", "H", "F", "B", "F", "Cl", "C", "C", "C", "C", "C", "C", "N", "C", "C", "N", "C", "O", "C", "C", "C", "Cl", "S", "C", "C", "C", "Cl", "C", "H", "H", "H", "H", "H", "H", "H", "H", "H", "H", "H", "H", "H"],
  "coordinates": [[-1.07330, -1.42172, -0.44710], [-6.48204, -0.13757, 3.23198], [-6.10396, 1.27451, 2.17548], [-4.80448, 0.57793, 1.10882], [-3.42785, -0.15311, 1.81427], [-5.07407, 0.81486, -0.13517], [-4.15590, 0.27140, -1.02229], [-3.83163, 1.03947, -1.97579], [-2.98151, 0.60184, -3.10540], [-2.83015, 1.45554, -4.19680], [-2.05255, 1.04836, -5.26894], [-1.43489, -0.18794, -5.21241], [-1.63833, -0.96856, -4.08077], [-2.40054, -0.59826, -3.06122], [-7.14483, 0.21168, 4.02520], [-5.56166, -0.52441, 3.66848], [-6.97615, -0.92442, 2.66340], [-4.21295, 2.06387, -2.02012], [-3.31150, 2.42608, -4.18945], [-1.91114, 1.69949, -6.12406], [-0.78907, -0.53932, -6.00674], [-1.15611, -1.93667, -3.98556], [0.83759, 0.09632, -1.45150], [1.97906, 0.59403, -2.29746], [1.96251, 2.19917, -2.97673], [1.91621, 3.21468, -1.92450], [2.18766, 4.60318, -2.51557], [1.54301, 4.74048, -3.90422], [0.34339, 3.80538, -3.98282], [0.82599, 2.35553, -3.90807], [3.49092, 0.63347, -1.48822], [3.44620, 0.44402, -0.03219], [4.81737, 0.70161, 0.58707], [5.89533, -0.03684, -0.19965], [5.93124, 0.45558, -1.66214], [4.67874, 1.26807, -2.00733], [2.28963, -0.24526, -3.75762], [3.03843, 0.24135, -4.90518], [4.21899, -0.67089, -5.22659], [3.71050, -2.06474, -5.63635], [2.36866, -2.37878, -4.95226], [2.28719, -1.70211, -3.59304], [2.67178, 2.97541, -1.17560], [0.95355, 3.19402, -1.39660], [3.26538, 4.77540, -2.58278], [1.78167, 5.36142, -1.83784], [2.26175, 4.44863, -4.67592], [1.26303, 5.77872, -4.10242], [-0.22564, 3.94732, -4.90545], [-0.34088, 4.02280, -3.15714], [1.15201, 2.04736, -4.90675], [0.00364, 1.69787, -3.61104], [3.13345, -0.57986, 0.18471], [2.68606, 1.08497, 0.42830], [4.79747, 0.37428, 1.62913], [5.04199, 1.77412, 0.60031], [5.66209, -1.10469, -0.17550], [6.87485, 0.08219, 0.27252], [5.98849, -0.40232, -2.33656], [6.82108, 1.06829, -1.84625], [4.58783, 1.35901, -3.08841], [4.79701, 2.30213, -1.63567], [3.35978, 1.26535, -4.71274], [2.39302, 0.28804, -5.80081], [4.84609, -0.74641, -4.33390], [4.83706, -0.23510, -6.01753], [4.45203, -2.82278, -5.36862], [3.59343, -2.11373, -6.72390], [2.23013, -3.45505, -4.83855], [1.53994, -2.01484, -5.56871], [3.13570, -2.03857, -2.97368], [1.38582, -1.98726, -3.05222], [0.33898, -5.17623, 0.58299], [-0.44105, -4.71963, -0.47331], [-0.13667, -5.55708, -1.53809], [-4.08869, -5.66567, 2.37865], [-3.36561, -4.57467, 3.51431], [-3.64887, -3.22187, 3.45162], [-3.06704, -2.37254, 4.37354], [-2.18154, -2.83114, 5.34693], [-1.49418, -1.86217, 6.28847], [-0.02692, -1.60814, 5.88427], [0.14968, -1.08934, 4.54310], [0.59601, 0.16611, 4.17591], [0.47727, 0.22141, 2.81659], [-0.01116, -0.97257, 2.34485], [-0.16536, -1.73593, 3.38504], [-2.28244, -0.71383, 6.51594], [-2.09409, 0.44764, 5.71291], [-3.27285, 1.34276, 5.93330], [-3.58313, 1.96070, 7.10301], [-2.69140, 1.87746, 8.57633], [-5.00402, 2.91595, 6.99727], [-5.20000, 2.49676, 5.34183], [-4.21893, 1.66515, 4.91269], [-1.93562, -4.19776, 5.37997], [-0.87287, -4.88963, 6.59513], [-2.50960, -5.07975, 4.47910], [-4.28455, -2.82128, 2.67243], [-3.29102, -1.31609, 4.29274], [-1.43658, -2.33306, 7.27204], [0.51916, -2.54473, 5.99026], [0.40652, -0.89866, 6.59015], [0.91235, 0.88961, 4.90860], [0.69557, 1.03549, 2.14338], [-0.51974, -2.75498, 3.35564], [-2.01459, 0.21829, 4.64672], [-1.17640, 0.96001, 6.01721], [-6.02034, 2.88875, 4.75949], [-4.13902, 1.29213, 3.89399], [-2.28488, -6.13546, 4.52320]],
  "forces_ev_per_a": [[-0.454, -0.234, 0.236], [0.133, -0.016, -0.044], [-0.235, 0.002, -0.279], [-0.024, 0.000, 0.018], [-0.265, 0.131, -0.007], [0.278, -0.144, 0.045], [-0.087, 0.026, 0.111], [-0.019, 0.102, -0.186], [-0.044, -0.022, 0.047], [0.034, 0.025, -0.041], [-0.036, 0.029, 0.016], [0.008, -0.030, -0.006], [0.009, 0.038, 0.060], [-0.005, -0.020, -0.015], [0.040, 0.016, -0.026], [-0.014, -0.028, 0.034], [0.004, -0.005, -0.001], [-0.004, -0.006, -0.009], [0.002, -0.007, -0.007], [-0.003, -0.002, 0.008], [-0.005, 0.012, 0.008], [-0.003, 0.006, 0.005], [0.369, 0.357, -0.223], [-0.089, -0.071, 0.063], [-0.081, 0.140, -0.071], [0.049, -0.038, -0.030], [0.004, -0.015, 0.008], [0.008, -0.003, 0.010], [0.011, -0.009, 0.012], [0.011, 0.023, 0.069], [0.051, -0.008, 0.105], [0.021, 0.057, -0.068], [0.006, -0.006, -0.015], [0.001, 0.003, -0.013], [0.008, 0.001, 0.009], [0.019, -0.023, -0.032], [0.082, -0.065, -0.033], [0.004, 0.003, 0.003], [-0.001, -0.018, 0.008], [-0.005, 0.014, -0.008], [0.005, 0.030, -0.016], [-0.018, 0.082, -0.040], [0.000, -0.015, 0.015], [-0.030, 0.004, -0.011], [0.002, -0.005, -0.013], [0.006, 0.001, 0.008], [0.002, 0.003, -0.003], [-0.010, 0.009, 0.001], [0.016, 0.007, -0.019], [-0.008, -0.008, -0.009], [-0.011, -0.032, -0.010], [-0.022, 0.004, 0.033], [-0.025, -0.016, 0.004], [0.006, 0.033, -0.017], [0.012, -0.016, 0.006], [-0.015, -0.009, 0.003], [-0.011, 0.007, -0.002], [-0.003, -0.006, -0.002], [0.012, 0.001, 0.001], [-0.010, 0.005, 0.010], [-0.005, -0.003, 0.029], [0.016, 0.001, 0.007], [-0.003, -0.031, -0.011], [-0.006, -0.008, -0.001], [-0.005, -0.006, -0.006], [0.000, 0.002, -0.006], [-0.003, 0.002, 0.009], [0.002, -0.001, 0.010], [0.010, -0.013, -0.004], [0.007, -0.006, 0.009], [0.003, 0.006, 0.007], [-0.021, 0.019, 0.006], [-0.082, 0.008, 0.016], [0.218, -0.208, -0.022], [-0.073, 0.008, 0.017], [-0.001, -0.006, 0.010], [0.055, -0.063, 0.053], [-0.069, -0.078, -0.054], [0.035, 0.029, 0.140], [-0.146, 0.043, 0.003], [0.060, -0.150, 0.025], [-0.158, 0.217, 0.022], [0.270, -0.112, 0.015], [-0.086, -0.029, -0.128], [-0.076, -0.071, 0.167], [0.337, 0.130, -0.271], [-0.207, -0.012, 0.044], [-0.047, 0.019, 0.093], [-0.030, 0.069, -0.025], [0.009, 0.035, -0.086], [0.031, 0.001, 0.041], [-0.014, 0.009, -0.005], [-0.035, 0.009, 0.017], [0.002, 0.022, -0.023], [0.123, 0.000, 0.048], [-0.006, -0.069, -0.021], [0.005, 0.057, -0.016], [-0.021, 0.024, -0.030], [0.038, 0.023, 0.028], [-0.005, -0.122, -0.015], [0.024, -0.090, 0.020], [-0.028, -0.069, -0.005], [0.030, 0.052, -0.038], [0.013, -0.020, -0.023], [0.021, -0.034, 0.020], [0.077, 0.020, -0.008], [-0.022, 0.037, 0.061], [0.008, 0.027, 0.011], [0.035, -0.010, 0.047], [0.047, 0.032, 0.133], [-0.002, 0.013, -0.006]],
  "lowdin_charge": [0.390, -0.428, 0.751, -1.116, 0.518, -0.120, -0.001, -0.118, -0.267, -0.044, -0.098, -0.073, -0.134, 0.082, 0.025, -0.009, 0.032, 0.111, 0.103, 0.101, 0.095, 0.113, -0.418, 0.451, -0.209, -0.243, -0.184, -0.210, -0.197, -0.234, -0.211, -0.235, -0.202, -0.200, -0.180, -0.249, -0.199, -0.254, -0.188, -0.202, -0.187, -0.230, 0.093, 0.113, 0.095, 0.101, 0.104, 0.094, 0.100, 0.111, 0.095, 0.081, 0.109, 0.085, 0.105, 0.103, 0.107, 0.093, 0.089, 0.098, 0.088, 0.103, 0.088, 0.104, 0.089, 0.101, 0.098, 0.095, 0.108, 0.098, 0.117, 0.089, -0.049, -0.625, -0.048, 0.674, -0.648, -0.091, -0.038, -0.197, -0.284, -0.072, -0.075, -0.094, -0.128, 0.033, -0.156, -0.092, -0.165, -0.288, -0.980, 0.626, 0.959, -0.424, -0.156, -0.577, 0.680, -0.132, 0.088, 0.061, 0.130, 0.106, 0.134, 0.108, 0.100, 0.141, 0.106, 0.114, 0.052, 0.017, 0.101]
}